Formula: C6H13NO
Source: the Open Molecules 2025 dataset
Level of theory: ωB97M-V/def2-TZVPD

XYZ file:
```
21
Properties=species:S:1:pos:R:3:nbo_charge:R:1
C -1.2030 -0.4313 -1.2379 -0.26
N -2.4012 0.0913 -0.5313 -0.57
C -2.5875 -0.3116 0.8019 0.43
O -1.8503 -0.6661 1.6821 -0.56
C 0.0770 0.4207 -1.0678 -0.41
C 0.8500 0.1268 0.2258 -0.27
C 1.4543 1.3054 0.9886 -0.60
C 1.8867 -0.9827 0.0573 -0.60
H -0.9938 -1.5185 -1.1630 0.20
H -1.4169 -0.5201 -2.3069 0.21
H -1.8818 0.6880 0.3225 0.40
H -3.6520 -0.5009 0.9598 0.13
H 0.6910 0.1758 -1.9407 0.21
H -0.2341 1.4609 -1.2100 0.21
H 0.0626 -0.3631 0.7987 0.23
H 0.8161 2.1748 0.7947 0.20
H 2.4645 1.6051 0.7081 0.21
H 1.4495 1.0873 2.0578 0.22
H 2.0904 -1.3832 1.0532 0.21
H 1.5511 -1.8050 -0.5968 0.20
H 2.8274 -0.6536 -0.3962 0.20
```

As for the spin multiplicity: 1. The highest occupied orbital energy comes out at -10.122 eV.

Formula: C6H13NO
Source: the Open Molecules 2025 dataset
Level of theory: ωB97M-V/def2-TZVPD

XYZ file:
```
21
Properties=species:S:1:pos:R:3:nbo_charge:R:1
C 1.7277 -0.0650 -0.3092 -0.16
C 0.9585 -0.8394 1.6464 -0.06
N 0.4151 0.2644 2.1769 -0.77
O 1.8535 1.2743 -0.0301 -0.75
H 0.9429 1.6522 0.0624 0.47
H 1.0771 0.9936 2.4152 0.39
H -0.3568 0.6419 1.5883 0.41
H 2.6095 -0.5980 0.0475 0.17
H 1.7362 -0.2728 -1.3820 0.17
H 1.9275 -1.1362 2.0236 0.20
H 0.2797 -1.6242 1.3486 0.19
C -2.2084 1.5064 -0.5131 -0.65
C -0.4838 -1.5937 -1.4378 -0.68
C -0.9451 0.7460 -0.3557 -0.27
C -0.3736 -0.3081 -0.7190 0.03
H -1.5023 -1.7336 -1.8101 0.23
H -2.9296 0.9944 -1.1622 0.20
H -2.0051 2.4875 -0.9506 0.22
H -2.6919 1.6845 0.4521 0.22
H 0.1963 -1.6312 -2.2942 0.22
H -0.2273 -2.4431 -0.7970 0.22
```

As for the spin multiplicity: 1. The highest occupied orbital energy (spin up / spin down) comes out at -7.421 / -7.420 eV.

Formula: C6H13NO
Source: the Open Molecules 2025 dataset
Level of theory: ωB97M-V/def2-TZVPD

XYZ file:
```
21
Properties=species:S:1:pos:R:3:nbo_charge:R:1
C -0.0760 2.0115 1.8626 -0.43
N -0.1438 1.2098 0.6227 -0.60
C -0.3943 -0.2143 0.6154 0.25
C -0.6080 -0.8124 -0.6265 -0.34
C -0.2212 -2.2834 -0.7271 -0.20
C 0.8014 -2.3694 -1.6532 -0.43
C -0.3173 -0.9577 1.8165 -0.67
H 0.2677 3.1004 1.8587 0.22
H 0.5476 1.5471 2.5226 0.20
H -1.0111 2.2160 2.3583 0.18
H -0.2459 1.6835 -0.1786 0.38
H -0.5732 -0.3069 -1.4517 0.17
H -0.7118 -2.9550 -0.1154 0.20
H 1.0485 -3.2990 -2.2489 0.19
H 1.3864 -1.5663 -2.0370 0.19
H 0.7262 -1.1998 1.9246 0.24
H -0.8671 -0.1897 2.6251 0.22
H -0.8173 -1.8658 1.9798 0.24
H 1.2111 2.2745 -2.8137 0.49
H -0.2629 1.6068 -3.1463 0.48
O 0.2610 2.3702 -3.1879 -0.96
```

As for the spin multiplicity: 1. The highest occupied orbital energy comes out at -7.467 eV.

Formula: C6H13NO
Source: the Open Molecules 2025 dataset
Level of theory: ωB97M-V/def2-TZVPD

XYZ file:
```
21
Properties=species:S:1:pos:R:3:nbo_charge:R:1
C 2.2669 0.8911 1.3506 -0.63
C 1.1530 -0.0645 0.8971 -0.23
N 0.3617 0.5634 -0.1590 -0.43
C -0.4280 1.7063 0.3204 -0.43
C -1.1982 0.2527 -2.1133 -0.63
C -0.4918 -0.4161 -0.9573 -0.15
C -1.2681 -1.2956 0.0645 0.42
O -0.7630 -2.3250 0.4170 -0.51
H 3.2007 0.3474 1.4935 0.22
H 2.0895 1.5967 2.1415 0.21
H 2.5571 1.5083 0.4822 0.22
H 0.5100 -0.4307 1.7177 0.17
H 1.6224 -0.9972 0.6035 0.21
H -1.4576 1.4094 0.5559 0.17
H -0.5263 2.3472 -0.5792 0.20
H 0.0996 2.2925 1.0664 0.22
H -1.6255 -0.4449 -2.8320 0.23
H -1.9601 0.9082 -1.7017 0.21
H -0.5271 0.9339 -2.6513 0.23
H 0.2614 -1.1217 -1.3096 0.21
H -2.2684 -0.9708 0.3678 0.11
```

As for the spin multiplicity: 1. The highest occupied orbital energy comes out at -8.368 eV.